one | A cluster of 2 separate species, C3H4F2IN in total, computed with ωB97M-V/def2-TZVPD.

Positions of all 11 atoms, in Å:
I: -4.166 0.533 -0.011
F: -2.755 -2.098 -1.075
F: -3.507 -2.363 0.863
N: -1.176 1.445 0.444
C: 0.918 0.007 -0.140
C: -2.752 -1.491 0.164
C: -0.285 0.763 0.173
H: 0.893 -0.784 0.596
H: 1.060 -0.414 -1.257
H: -2.969 1.465 0.662
H: 1.766 0.705 0.278

***

two | A cluster of 2 separate species, C3H4F2IN in total, computed with ωB97M-V/def2-TZVPD.

Positions of all 11 atoms, in Å:
I: -3.294 -0.563 -0.332
F: 0.225 2.204 0.819
F: 0.599 1.901 -1.202
N: -1.288 -1.041 -0.036
C: 1.115 -1.278 0.315
C: -0.184 -0.476 0.021
C: -0.201 1.623 -0.245
H: -1.265 1.956 -0.508
H: 1.210 -1.549 1.404
H: 1.192 -2.209 -0.319
H: 1.891 -0.569 0.083

***

Name the least stable of them. one.

***

one | A cluster of 2 separate species, C3H10OS2 in total, computed with ωB97M-V/def2-TZVPD.

Results
- SMILES = CCCSS.O

Positions of all 16 atoms, in Å:
S: 2.139 1.579 0.644
S: 0.389 0.535 0.405
O: -4.350 -0.652 3.054
C: -0.426 -0.794 -1.879
C: -0.159 -1.983 -2.806
C: 0.746 -0.619 -0.912
H: -5.265 -0.428 3.252
H: 1.048 -1.595 -0.518
H: -1.358 -0.911 -1.328
H: -3.971 0.101 2.583
H: 2.780 0.672 1.402
H: -0.801 -1.946 -3.684
H: -0.332 -2.918 -2.299
H: 1.606 -0.265 -1.482
H: 0.882 -1.967 -3.132
H: -0.458 0.110 -2.485

***

two | A cluster of 3 separate species, C3H10OS2 in total, computed with ωB97M-V/def2-TZVPD.

Positions of all 16 atoms, in Å:
S: 1.682 -0.244 -1.302
S: -1.951 0.161 0.711
O: 0.283 1.804 2.065
C: -1.330 -0.444 -0.797
C: 2.413 0.569 0.074
C: -0.941 -1.905 -0.703
H: -1.767 -2.591 -0.487
H: -2.108 -0.252 -1.545
H: -0.050 2.584 2.520
H: 1.680 0.891 0.835
H: -0.306 -2.017 0.177
H: 3.179 -0.012 0.594
H: -0.428 0.238 -1.065
H: 2.879 1.517 -0.219
H: -0.428 -2.301 -1.581
H: -0.486 1.357 1.659

***

three | A cluster of 2 separate species, C3H10OS2 in total, computed with ωB97M-V/def2-TZVPD.

Results
- SMILES = CCO.CSS

Positions of all 16 atoms, in Å:
S: 1.234 0.766 2.686
S: 1.445 1.898 0.961
O: 0.331 -0.114 -1.379
C: 1.919 -0.822 2.239
C: -2.107 0.008 -0.927
C: -0.940 0.310 -1.825
H: -1.132 -0.251 -2.781
H: 0.707 1.772 -0.251
H: 3.042 -0.800 2.262
H: -0.898 1.386 -2.072
H: -2.993 0.609 -1.133
H: 1.557 -1.276 1.232
H: -1.724 0.149 0.092
H: 0.255 -1.027 -1.082
H: 1.701 -1.583 2.984
H: -2.397 -1.026 -1.006

***

Name the least stable of them. two.

***

one | A cluster of 2 separate species, C3H10OS2 in total, computed with ωB97M-V/def2-TZVPD.

Results
- SMILES = CCCSS.O

Positions of all 16 atoms, in Å:
S: -1.984 1.549 -0.832
S: -2.913 1.283 1.019
O: 0.161 -1.274 2.344
C: -0.207 1.247 -0.659
C: 0.327 -0.081 -1.205
C: 1.710 -0.460 -0.726
H: -0.420 -0.798 -0.847
H: 0.027 1.484 0.380
H: 0.257 2.091 -1.205
H: 1.868 -0.726 0.314
H: -0.523 -1.156 3.017
H: 2.400 0.380 -0.882
H: -0.159 -2.089 1.944
H: 0.265 0.000 -2.299
H: -2.863 -0.103 0.906
H: 2.053 -1.348 -1.270

***

two | A cluster of 2 separate species, C3H10OS2 in total, computed with ωB97M-V/def2-TZVPD.

Results
- SMILES = CCCSS.O

Positions of all 16 atoms, in Å:
S: -0.382 1.597 1.086
S: 0.140 1.301 -0.859
O: 2.714 -2.871 5.736
C: -0.609 -0.437 -2.888
C: -1.009 -1.852 -3.212
C: -0.924 -0.009 -1.442
H: -0.821 -0.880 -0.784
H: 1.995 -2.215 5.696
H: 3.442 -2.358 5.394
H: -1.946 0.357 -1.347
H: -2.102 -1.930 -3.143
H: 0.431 -0.163 -3.089
H: -0.314 0.310 1.338
H: -0.833 -2.127 -4.252
H: -1.145 0.241 -3.558
H: -0.592 -2.599 -2.539

***

Name the least stable of them. two.

***

one | An isolated molecule of C17H27NO2, computed with ωB97M-V/def2-TZVPD.

Results
- SMILES = CCOc1cccc(OCCCCN2CCCCC2)c1

Positions of all 47 atoms, in Å:
O: 3.634 3.722 -2.105
O: 1.624 -0.529 -1.423
N: -2.519 -1.751 1.444
C: 4.671 3.402 -1.199
C: 0.561 1.068 -2.946
C: -0.654 -1.098 -0.724
C: 2.657 2.806 -2.336
C: -1.700 -2.948 3.409
C: 1.660 3.192 -3.236
C: 5.607 4.599 -1.127
C: 2.595 1.552 -1.751
C: 1.548 0.678 -2.052
C: -3.391 -0.932 2.264
C: -2.547 -2.071 4.323
C: -2.938 -1.811 0.056
C: -1.768 -2.127 -0.878
C: 0.572 -1.460 -1.564
C: -2.771 -0.726 3.643
C: 0.633 2.325 -3.529
C: -2.360 -3.065 2.038
H: 5.063 5.475 -0.784
H: -1.019 -0.112 -1.016
H: -4.392 -1.391 2.377
H: 4.252 3.188 -0.206
H: -2.135 -2.134 -1.907
H: -3.517 0.037 1.773
H: -3.338 -3.575 2.143
H: -1.733 -3.672 1.384
H: 0.298 -1.582 -2.620
H: 6.015 4.810 -2.112
H: -0.259 0.417 -3.203
H: 5.216 2.514 -1.548
H: 1.719 4.170 -3.685
H: -1.573 -3.943 3.838
H: 6.421 4.391 -0.439
H: -0.714 -2.497 3.285
H: -2.053 -1.935 5.286
H: -0.136 2.626 -4.225
H: -3.336 -0.830 -0.217
H: 0.996 -2.405 -1.211
H: -3.743 -2.553 -0.097
H: -3.424 -0.093 4.246
H: -1.813 -0.217 3.522
H: 3.339 1.204 -1.054
H: -0.365 -1.045 0.326
H: -1.373 -3.122 -0.664
H: -3.511 -2.555 4.502

***

two | An isolated molecule of C17H27NO2, computed with ωB97M-V/def2-TZVPD.

Results
- SMILES = CCCCCCCCC(=O)NCCOc1ccccc1

Positions of all 47 atoms, in Å:
O: 2.257 -2.281 2.227
O: -2.523 -3.150 0.574
N: -1.281 -1.548 1.561
C: -2.643 0.728 -0.171
C: 4.199 -1.541 1.164
C: 2.906 -1.252 1.603
C: 3.162 0.985 0.761
C: -3.795 -0.258 0.012
C: -2.450 -2.061 1.099
C: -2.790 1.556 -1.445
C: 4.440 0.693 0.323
C: 2.393 0.024 1.398
C: -0.003 -2.167 1.312
C: -1.722 2.644 -1.576
C: 1.547 0.779 -2.611
C: 4.955 -0.577 0.531
C: -0.275 2.147 -1.528
C: -3.639 -1.132 1.266
C: 0.063 1.126 -2.612
C: 0.897 -2.140 2.558
H: 1.769 0.045 -3.382
H: 4.584 -2.534 1.334
H: 2.750 1.971 0.607
H: 5.953 -0.818 0.196
H: -1.276 -0.615 1.942
H: 0.382 3.012 -1.647
H: -3.856 -0.911 -0.861
H: -1.881 3.168 -2.522
H: -3.520 -0.505 2.151
H: -4.531 -1.747 1.383
H: -0.062 1.715 -0.548
H: 1.848 0.367 -1.650
H: -2.598 1.400 0.691
H: -3.771 2.037 -1.449
H: 0.517 -1.651 0.493
H: -2.750 0.893 -2.310
H: 0.675 -2.985 3.212
H: 5.028 1.446 -0.178
H: 0.727 -1.214 3.126
H: 1.401 0.291 1.730
H: -0.200 -3.193 0.995
H: 2.148 1.666 -2.801
H: -0.515 0.214 -2.457
H: -4.735 0.294 0.083
H: -1.706 0.173 -0.225
H: -0.214 1.534 -3.588
H: -1.861 3.372 -0.772

***

Name the least stable of them. one.

***

one | An isolated molecule of C6H9NO2, computed with ωB97M-V/def2-TZVPD.

Results
- SMILES = CC(C)(C=C=N)C(=O)O

Positions of all 18 atoms, in Å:
O: 0.832 1.180 -1.843
O: -1.317 1.409 -1.300
N: -0.253 2.711 1.664
C: 0.005 -0.424 0.024
C: -0.091 1.562 1.387
C: -0.243 0.890 -1.073
C: 0.260 0.294 1.304
C: -1.338 -1.151 -0.024
C: 1.142 -1.381 -0.316
H: 0.939 -0.119 2.045
H: 2.120 -0.993 -0.012
H: -1.523 -1.560 -1.023
H: -2.172 -0.489 0.227
H: 1.010 -2.356 0.167
H: -1.340 -1.981 0.693
H: -0.893 3.183 1.014
H: 1.664 0.783 -1.538
H: 1.198 -1.558 -1.396

***

two | An isolated molecule of C6H9NO2, computed with ωB97M-V/def2-TZVPD.

Results
- SMILES = [H]/N=C(\C(C)C)[C@@H]1OC1=O

Positions of all 18 atoms, in Å:
O: -1.866 -3.628 0.630
O: -2.599 -3.864 -1.601
N: 0.575 -2.349 -0.166
C: -1.922 -2.226 0.217
C: -0.306 -0.009 0.072
C: -0.315 -1.504 0.003
C: 0.276 0.563 -1.223
C: 0.529 0.414 1.286
C: -2.247 -3.372 -0.592
H: 0.499 1.495 1.399
H: 1.258 0.141 -1.429
H: 0.381 1.644 -1.136
H: -1.326 0.364 0.197
H: 1.566 0.109 1.169
H: 1.520 -1.995 -0.288
H: -0.375 0.342 -2.065
H: -2.636 -1.611 0.739
H: 0.137 -0.042 2.193

***

Name the least stable of them. one.

***

one | A structure of composition C6H9NO2, computed with ωB97M-V/def2-TZVPD.

Positions of all 18 atoms, in Å:
O: 0.211 1.792 -0.329
O: 2.775 1.011 -0.352
N: 2.463 -0.870 0.457
C: -0.474 -0.564 -0.850
C: -1.905 -0.032 -0.842
C: -1.837 0.099 0.705
C: 0.450 0.433 -0.210
C: -0.407 -0.433 0.677
C: 1.904 0.072 -0.297
H: -1.962 1.107 1.124
H: 0.038 -1.093 1.424
H: -0.097 -1.358 -1.499
H: 3.510 -0.103 0.476
H: -2.624 -0.793 -1.164
H: 0.537 2.207 0.481
H: 2.013 -1.776 0.396
H: -2.521 -0.590 1.213
H: -2.075 0.891 -1.413

***

two | An isolated molecule of C6H9NO2, computed with ωB97M-V/def2-TZVPD.

Results
- SMILES = C1O[C@H]2[C@@H]3NC[C@H]2O[C@H]13

Positions of all 18 atoms, in Å:
O: -1.593 -0.814 -0.696
O: -0.180 -0.286 1.473
N: 1.493 0.937 -0.219
C: -0.815 0.755 0.747
C: -2.078 0.231 0.170
C: 1.875 -0.473 0.215
C: 0.094 0.841 -0.489
C: 0.491 -1.053 0.406
C: -0.201 -0.608 -0.799
H: 0.438 -2.141 0.697
H: 0.212 -0.993 -1.744
H: 2.022 1.085 -1.126
H: -2.632 0.981 -0.384
H: -0.953 1.613 1.463
H: -2.717 -0.204 0.895
H: -0.285 1.558 -1.177
H: 2.377 -0.420 1.151
H: 2.453 -1.010 -0.583

***

Name the least stable of them. one.

***

one | The ion C3H2NOS2 with charge -1, computed with ωB97M-V/def2-TZVPD.

Results
- total charge = -1

Positions of all 9 atoms, in Å:
S: -0.414 0.039 1.131
S: 0.939 1.753 -2.973
O: 1.290 -1.577 -1.822
N: 0.733 -0.784 -1.017
C: 0.443 0.547 -1.226
C: 0.340 -1.178 0.190
C: -0.170 1.151 -0.202
H: -0.496 2.166 -0.123
H: 0.476 -2.184 0.536

***

two | The ion C3H2NOS2 with charge -1, computed with ωB97M-V/def2-TZVPD.

Results
- SMILES = O=C1C=N[C@@H]([S-])S1
- total charge = -1

Positions of all 9 atoms, in Å:
S: 2.078 1.199 -1.501
S: 1.841 -1.021 0.541
O: 0.472 -1.316 2.787
N: -0.236 0.685 -0.011
C: 0.576 -0.809 1.682
C: -0.422 0.118 1.107
C: 0.902 0.276 -0.778
H: 0.364 -0.223 -1.540
H: -1.383 0.273 1.589

***

Name the least stable of them. one.

***

one | A structure of composition C3H4O2S2, computed with ωB97M-V/def2-TZVPD.

Positions of all 11 atoms, in Å:
S: -0.520 1.360 0.694
S: 2.187 0.995 1.340
O: 2.049 -1.394 -0.544
O: -0.151 -1.327 -0.723
C: 0.862 0.391 0.609
C: 0.839 -0.830 -0.267
C: -1.804 0.576 -0.244
H: -1.590 0.220 -1.282
H: 2.718 -1.080 0.090
H: -2.133 -0.343 0.412
H: -2.458 1.432 -0.084

***

two | An isolated molecule of C3H4O2S2, computed with ωB97M-V/def2-TZVPD.

Positions of all 11 atoms, in Å:
S: 0.906 0.894 -0.317
S: -1.381 -1.291 -0.086
O: -3.103 0.911 -0.156
O: -0.422 -2.372 -0.349
C: -0.707 0.257 -0.171
C: -1.973 1.337 -0.172
C: 2.014 -0.441 0.317
H: 2.486 -0.787 -0.733
H: 1.232 -1.032 0.706
H: 2.631 0.164 1.010
H: -1.683 2.361 -0.049

***

three | A cluster of 2 separate species, C3H4O2S2 in total, computed with ωB97M-V/def2-TZVPD.

Positions of all 11 atoms, in Å:
S: -2.778 0.002 0.543
S: 0.939 0.957 0.035
O: 0.144 -0.301 -2.078
O: -2.106 1.161 -1.745
C: 1.055 0.904 1.698
C: -2.359 0.624 -0.780
C: 0.067 -0.278 -0.722
H: -0.311 -1.249 -0.188
H: 0.653 0.470 -2.340
H: 0.753 0.064 2.251
H: 1.114 1.967 1.935

***

Name the least stable of them. three.

***

one | An isolated molecule of C4H10N2OS, computed with ωB97M-V/def2-TZVPD.

Results
- SMILES = NC[C@@H](CS)NC=O

Positions of all 18 atoms, in Å:
S: 0.217 -1.767 -2.280
O: -1.665 1.925 0.531
N: 0.115 -1.755 1.255
N: 0.447 1.609 -0.284
C: 0.535 0.155 -0.262
C: 0.425 -0.340 1.189
C: -0.656 2.342 -0.011
C: -0.492 -0.478 -1.221
H: -1.309 -0.934 -0.667
H: 1.410 -0.242 1.637
H: 0.212 -2.094 2.204
H: -0.830 -1.981 0.966
H: 0.626 -2.517 -1.252
H: -0.584 3.394 -0.338
H: 1.179 2.101 -0.767
H: -0.242 0.327 1.744
H: -0.930 0.302 -1.822
H: 1.541 -0.048 -0.622

***

two | A cluster of 2 separate species, C4H10N2OS in total, computed with ωB97M-V/def2-TZVPD.

Positions of all 18 atoms, in Å:
S: -0.607 0.763 2.248
O: 1.594 -1.952 -1.119
N: 1.127 -0.350 -2.663
N: -4.100 0.996 2.094
C: 1.005 -0.841 -1.160
C: 2.226 0.580 -2.732
C: -0.104 -0.481 1.020
C: 0.316 0.006 -0.383
H: 3.163 0.133 -2.337
H: -3.129 0.707 2.381
H: 2.164 1.523 -2.174
H: -4.029 1.760 1.390
H: -0.886 -1.294 0.954
H: -0.176 0.584 -1.144
H: -4.743 1.310 2.804
H: 1.440 -1.193 -3.066
H: 0.765 -1.004 1.436
H: 2.541 0.767 -3.735

***

three | An isolated molecule of C4H10N2OS, computed with ωB97M-V/def2-TZVPD.

Positions of all 18 atoms, in Å:
S: 1.025 -0.555 -0.976
O: -1.161 -2.217 1.488
N: -0.677 -0.892 -0.599
N: 0.948 1.096 -0.415
C: 1.167 -0.434 -2.628
C: -1.118 -0.904 0.837
C: -0.121 1.331 0.578
C: -0.362 0.188 1.578
H: 0.681 -0.185 2.056
H: -0.300 -2.440 1.804
H: -1.013 0.496 2.499
H: 1.795 -1.210 -2.951
H: -1.238 -1.626 -1.215
H: -2.105 -0.455 1.012
H: -0.942 1.580 -0.030
H: 0.864 0.335 -3.225
H: 1.839 1.469 -0.119
H: 0.087 2.333 1.179

***

four | An isolated molecule of C4H10N2OS, computed with ωB97M-V/def2-TZVPD.

Results
- SMILES = C/N=C(/OC)N(C)S

Positions of all 18 atoms, in Å:
S: -0.541 0.240 -2.677
O: -0.566 1.617 -0.098
N: 0.699 0.067 0.977
N: -0.369 -0.473 -1.074
C: -0.983 -1.759 -0.836
C: 0.012 2.534 0.817
C: 1.477 -1.149 1.056
C: -0.052 0.377 -0.007
H: -1.635 0.950 -2.459
H: 1.551 -1.667 0.080
H: -0.595 -2.114 0.140
H: -0.215 2.262 1.835
H: 1.024 -1.834 1.814
H: 1.038 2.603 0.644
H: -2.075 -1.697 -0.709
H: -0.481 3.460 0.686
H: 2.446 -0.948 1.430
H: -0.735 -2.471 -1.618

***

Name the least stable of them. two.

***

one | An isolated molecule of C4H10N2OS, computed with ωB97M-V/def2-TZVPD.

Results
- SMILES = [NH3+]/C=C(\[O-])NCCS

Positions of all 18 atoms, in Å:
S: 2.220 1.828 -1.244
O: -1.096 -2.246 -0.007
N: 0.543 -0.913 0.705
N: -2.755 -0.474 -0.749
C: -1.403 0.017 -0.397
C: 1.128 0.359 1.092
C: -0.691 -1.034 0.124
C: 2.346 0.708 0.256
H: 2.920 1.530 0.740
H: -1.229 1.065 -0.561
H: 0.939 1.598 -1.584
H: -3.452 0.124 -0.327
H: -2.680 -0.630 -1.756
H: 1.082 -1.754 0.792
H: 1.440 0.239 2.130
H: 0.416 1.213 1.099
H: 2.974 -0.149 0.086
H: -2.703 -1.481 -0.396

***

two | A cluster of 2 separate species, C4H10N2OS in total, computed with ωB97M-V/def2-TZVPD.

Positions of all 18 atoms, in Å:
S: 1.020 -0.657 -1.965
O: -2.629 0.748 0.398
N: -1.405 0.748 2.252
N: 3.175 0.390 -3.457
C: -0.516 -0.574 -1.127
C: -0.458 -0.183 0.232
C: -0.701 -0.252 3.071
C: -1.544 0.483 0.892
H: 0.312 0.079 3.309
H: -1.221 -0.440 4.004
H: -1.271 0.087 -1.631
H: -2.360 0.910 2.545
H: -0.537 -1.173 2.511
H: 3.284 1.131 -4.134
H: -1.144 -1.432 -1.442
H: 2.300 -0.070 -3.660
H: 3.253 0.734 -2.516
H: 0.443 -0.530 0.719

***

Name the least stable of them. two.

***

one | A structure of composition C4H10N2OS, computed with ωB97M-V/def2-TZVPD.

Positions of all 18 atoms, in Å:
S: -1.973 0.768 0.049
O: 1.967 -0.106 -0.671
N: -0.332 -1.453 -0.435
N: 0.722 0.545 -0.135
C: -3.149 -0.671 0.041
C: -0.416 -0.208 -0.285
C: 2.625 -0.779 0.463
C: 0.823 1.983 -0.169
H: 0.098 2.508 0.517
H: 3.023 -0.029 1.246
H: 2.052 -1.621 1.036
H: 0.535 2.247 -1.231
H: 3.679 -1.123 0.024
H: 1.849 2.209 0.179
H: -4.213 -0.022 -0.449
H: -1.194 -1.782 -0.645
H: -3.136 -1.015 1.241
H: -2.960 -1.450 -0.775

***

two | A cluster of 2 separate species, C4H10N2OS in total, computed with ωB97M-V/def2-TZVPD.

Positions of all 18 atoms, in Å:
S: -3.056 -0.774 -0.003
O: 2.735 0.237 -0.585
N: 1.126 1.484 0.335
N: 1.816 -2.156 0.251
C: -1.088 1.355 -0.907
C: -0.318 1.657 0.387
C: 0.987 -0.984 0.398
C: 1.534 0.180 0.041
H: 3.020 -0.656 -0.826
H: -1.672 0.412 -0.745
H: 2.340 -2.303 1.111
H: 0.006 -1.066 0.847
H: 1.531 2.082 -0.376
H: -0.699 0.953 1.128
H: -0.516 2.651 0.785
H: -0.430 1.097 -1.735
H: -1.884 2.070 -1.103
H: 1.242 -2.990 0.199

***

Name the least stable of them. one.

***

one | A structure of composition C2H7N2, computed with ωB97M-V/def2-TZVPD.

Results
- total charge = +1

Positions of all 11 atoms, in Å:
N: 0.981 -0.955 -0.793
N: 0.929 0.910 0.732
C: -1.535 0.000 0.010
C: 0.439 -0.038 -0.055
H: -1.700 0.484 -1.011
H: 0.360 -1.556 -1.268
H: 1.920 1.030 0.867
H: -1.875 -0.957 0.185
H: 0.184 1.647 1.044
H: -1.590 0.715 0.926
H: 1.887 -1.280 -0.637

***

two | The ion C2H7N2 with charge +1, computed with ωB97M-V/def2-TZVPD.

Results
- SMILES = CC(N)=[NH2+]
- total charge = +1

Positions of all 11 atoms, in Å:
N: 0.298 -1.445 0.059
N: 1.398 0.581 -0.006
C: -1.085 0.579 -0.023
C: 0.201 -0.137 -0.033
H: 1.107 1.512 0.003
H: 2.292 0.115 -0.369
H: 1.231 -1.906 0.266
H: -1.448 0.986 0.840
H: -1.038 1.472 -0.676
H: -0.453 -2.096 -0.037
H: -1.898 -0.275 -0.269

***

Name the least stable of them. one.